{
  "formula": "C5H7IO",
  "method": "the ωB97M-V functional and the def2-TZVPD basis",
  "lumo_energy_ev": [0.0025, 0.0416],
  "orbital_gap_ev": [7.684, 7.735],
  "total_energy_ha": -567.4700,
  "homo_ha": [-0.2823, -0.2827],
  "relative_energy_kj_mol": 311.81,
  "molar_mass_g_mol": 210.014,
  "symbols": ["C", "C", "C", "C", "C", "O", "I", "H", "H", "H", "H", "H", "H", "H"],
  "coordinates": [[-0.38, -0.97, 1.29], [0.32, 1.08, -0.16], [0.61, -0.77, -1.65], [-0.77, 0.34, 0.60], [-1.18, -0.94, 0.06], [1.19, 0.11, -0.82], [-3.08, -1.70, -0.18], [0.70, -1.38, 1.16], [-0.72, -1.04, 2.25], [-0.22, 1.76, -1.02], [0.89, 1.65, 0.58], [1.01, -1.76, -1.67], [-0.11, -0.31, -2.35], [-1.39, 1.10, 1.19]],
  "mulliken_charge": [-0.574, -0.490, -0.321, -0.114, -0.344, -0.333, 0.039, 0.123, 0.381, 0.243, 0.331, 0.354, 0.303, 0.402]
}